# 1
DFT (ωB97M-V/def2-TZVPD) results for a molecular structure, C44H65BrClFIN4O7RbSi2Te.

XYZ file:
```
128
Properties=species:S:1:pos:R:3:forces:R:3
Rb -0.1586 0.3463 -0.1774 0.1 0.0 1.0
C 1.3844 4.2198 -6.6725 0.0 0.0 0.0
C 2.2221 2.9495 -6.7223 0.0 0.0 0.0
C 3.6611 3.2812 -7.0852 0.0 0.0 0.0
C 4.4961 2.0184 -7.1664 0.0 0.0 0.0
C 4.4020 1.2566 -5.8755 0.0 0.0 0.0
C 5.4255 0.4410 -5.4591 0.0 0.0 0.0
C 5.3193 -0.2729 -4.2672 0.0 0.0 0.0
F 6.3564 -1.0545 -3.9061 0.0 0.0 0.0
C 4.2121 -0.1978 -3.4804 0.0 0.0 0.0
C 3.1550 0.6358 -3.8804 0.0 -0.1 0.0
C 1.9497 0.6682 -3.0533 0.0 0.1 0.1
O 1.8522 -0.0324 -2.0263 0.1 0.0 0.0
C 0.9152 1.5436 -3.5128 0.1 0.0 0.0
C 1.0879 2.2488 -4.6554 0.0 0.0 0.0
N 2.1959 2.2067 -5.4375 0.0 0.0 0.0
C 3.2456 1.3750 -5.0688 0.0 0.0 0.0
C -0.3600 1.6432 -2.6956 0.0 0.0 0.0
O -1.2430 0.7793 -2.9493 0.0 0.0 0.0
O -0.3822 2.4623 -1.7632 0.1 0.4 -0.4
H 1.6004 4.8076 -7.5643 0.0 0.0 0.0
H 1.6404 4.8204 -5.7983 0.0 0.0 0.0
H 0.3130 4.0308 -6.6669 0.0 0.0 0.0
H 1.8154 2.2815 -7.4903 0.0 0.0 0.0
H 4.0694 3.9636 -6.3336 0.0 0.0 0.0
H 3.6607 3.8072 -8.0403 0.0 0.0 0.0
H 5.5391 2.2457 -7.3884 0.0 0.0 0.0
H 4.1270 1.3937 -7.9866 0.0 0.0 0.0
H 6.3262 0.3433 -6.0519 0.0 0.0 0.0
H 4.1225 -0.7567 -2.5599 0.0 0.0 0.0
H 0.2995 2.8985 -5.0009 0.0 0.0 0.0
O -1.1009 -1.5632 1.8654 0.0 -0.1 0.1
H -1.9332 -1.5367 1.3773 0.0 0.0 0.0
H -0.4912 -2.0573 1.2969 0.0 0.0 0.0
O -2.8066 0.4179 -0.6371 -0.3 0.1 -0.1
H -2.3174 0.6198 -1.4713 -0.3 0.0 -0.3
H -3.3522 1.1996 -0.5051 0.0 0.0 0.0
O 1.0896 -2.2293 -0.0824 0.2 -0.1 0.0
H 1.4614 -1.5203 -0.6320 0.3 -0.2 -0.1
H 0.8462 -2.8976 -0.7342 -0.1 0.0 0.0
Br 5.3456 1.5352 4.2140 0.0 0.0 0.0
C 4.5162 -0.1521 4.4203 0.0 0.0 0.0
C 4.9856 -0.9811 5.4310 0.0 0.0 0.0
C 4.4280 -2.2340 5.6131 0.0 0.0 0.0
C 3.4005 -2.6638 4.7863 0.0 0.0 0.0
C 2.9267 -1.8368 3.7827 0.0 0.0 0.0
C 3.4833 -0.5751 3.5948 -0.1 -0.1 0.1
I 2.7088 0.5936 2.0647 0.1 0.2 -0.1
H 5.7891 -0.6370 6.0671 0.0 0.0 0.0
H 4.7976 -2.8730 6.4037 0.0 0.0 0.0
H 2.9568 -3.6395 4.9254 0.0 0.0 0.0
H 2.1234 -2.1643 3.1365 0.0 0.0 0.0
C 1.2670 2.1005 5.4979 0.0 0.0 0.0
C 1.3353 3.5949 5.8222 0.0 0.0 0.0
C 2.0470 3.7151 7.1806 0.0 0.0 0.0
C 2.2350 4.2997 4.7963 0.0 0.0 0.0
C -0.0678 4.2874 5.8855 0.0 -0.1 -0.1
O 0.1397 5.6349 6.3686 0.0 -0.1 0.0
C -1.0886 3.6602 6.8725 0.0 0.1 0.1
C -2.0580 2.5136 6.5381 0.0 0.0 -0.1
C -1.5181 1.1078 6.5520 0.0 0.0 0.0
C -1.5160 0.3198 5.4079 0.0 0.0 0.0
C -1.0233 -0.9778 5.4232 0.0 0.0 0.0
C -0.5321 -1.4893 6.6106 0.0 0.0 0.0
Cl 0.0523 -3.1305 6.6668 0.0 0.0 0.0
C -0.5197 -0.7312 7.7702 0.0 0.0 0.0
C -1.0162 0.5610 7.7307 -0.1 0.0 0.0
C -0.6913 4.6693 4.5136 -0.1 0.1 -0.1
N -1.0643 3.6807 3.5077 0.0 -0.1 0.1
C -0.3171 3.0858 2.5676 0.1 -0.1 0.1
N -1.0450 2.2779 1.8255 0.0 0.2 0.2
C -2.2841 2.4386 2.3540 0.0 0.1 -0.1
N -2.3513 3.2933 3.3496 0.0 -0.2 0.2
H 2.2719 1.7474 5.2580 0.0 0.0 0.0
H 0.6278 1.8623 4.6513 0.0 0.0 -0.1
H 0.9111 1.5218 6.3496 0.0 0.0 0.0
H 2.9745 3.1410 7.1358 0.0 0.0 0.0
H 1.4619 3.3042 8.0043 0.0 0.0 0.0
H 2.3234 4.7450 7.4155 0.0 0.0 0.0
H 3.2591 3.9425 4.9163 0.0 0.0 0.0
H 2.2289 5.3804 4.9393 0.0 0.0 0.0
H 1.9544 4.0874 3.7653 0.0 0.0 0.0
H 0.3896 5.5831 7.2968 0.0 0.0 0.0
H -1.7190 4.5125 7.1391 0.0 0.0 0.0
H -0.5497 3.3966 7.7868 0.0 0.0 0.0
H -2.5635 2.7049 5.5959 0.0 0.0 -0.1
H -2.8382 2.5672 7.3036 0.0 0.0 0.0
H -1.9020 0.7229 4.4792 0.0 0.0 0.0
H -1.0313 -1.5762 4.5229 0.0 0.0 -0.1
H -0.1396 -1.1566 8.6888 0.0 0.0 0.0
H -1.0192 1.1522 8.6403 0.0 0.0 0.0
H -0.0007 5.3595 4.0338 0.0 0.1 0.1
H -1.6018 5.2232 4.7336 0.0 0.0 0.0
H 0.7419 3.2493 2.4682 0.0 0.0 0.0
H -3.1556 1.9177 1.9922 0.0 0.0 0.0
C -4.1135 -6.0846 -0.6576 0.0 0.0 0.0
Si -3.8026 -4.3321 -1.2388 0.0 0.1 0.0
C -3.9178 -3.1447 0.2062 0.0 0.0 0.0
C -5.0513 -3.8719 -2.5516 0.0 0.0 0.0
C -2.0663 -4.2250 -1.9464 0.1 -0.1 0.0
Te -1.5610 -2.2151 -2.4914 -0.2 -0.1 -0.2
C 0.2988 -2.7449 -3.4368 0.1 0.0 0.0
Si 0.2332 -2.7077 -5.3102 0.0 0.0 0.0
C -0.0293 -0.9391 -5.8607 0.0 0.0 0.0
C -1.1409 -3.8173 -5.9281 0.0 0.0 0.0
C 1.8783 -3.3210 -5.9727 0.0 0.0 0.0
H -5.1172 -6.1845 -0.2384 0.0 0.0 0.0
H -3.3995 -6.3810 0.1134 0.0 0.0 0.0
H -4.0268 -6.7924 -1.4847 0.0 0.0 0.0
H -4.9109 -3.1664 0.6607 0.0 0.0 0.0
H -3.7224 -2.1159 -0.1132 0.0 0.0 0.0
H -3.1947 -3.4131 0.9814 0.0 0.0 0.0
H -6.0646 -3.9094 -2.1450 0.0 0.0 0.0
H -5.0049 -4.5634 -3.3960 0.0 0.0 0.0
H -4.8777 -2.8649 -2.9348 0.0 0.0 0.0
H -1.9755 -4.8477 -2.8390 0.0 0.0 0.0
H -1.3483 -4.5815 -1.2030 0.0 0.0 0.0
H 0.5686 -3.7341 -3.0562 0.0 0.0 0.0
H 1.0442 -2.0329 -3.0750 0.0 0.0 0.0
H -0.8321 -0.4586 -5.2960 0.0 0.0 0.0
H -0.2704 -0.8928 -6.9256 0.0 0.0 0.0
H 0.8834 -0.3594 -5.6954 0.0 0.0 0.0
H -2.1080 -3.5072 -5.5278 0.0 0.0 0.0
H -0.9679 -4.8571 -5.6401 0.0 0.0 0.0
H -1.1996 -3.7815 -7.0184 0.0 0.0 0.0
H 2.7011 -2.7046 -5.6011 0.0 0.0 0.0
H 1.9021 -3.2863 -7.0645 0.0 0.0 0.0
H 2.0701 -4.3525 -5.6691 0.0 0.0 0.0
```
Positions in Å, forces in eV/Å.

Energy above the lowest of the compared OMol25 structures with the same formula, charge and spin = 0.257 eV
E_HOMO = -0.2695 hartree
Frontier orbital gap = 7.442 eV

# 2
DFT (ωB97M-V/def2-TZVPD) results for a single C4H5NS2 molecule.

XYZ file:
```
12
Properties=species:S:1:pos:R:3:forces:R:3
C -2.3956 0.2086 0.0639 0.4 1.3 1.8
C -1.0825 0.1243 0.3639 0.8 -1.6 -0.3
C -0.4278 -0.5266 1.6819 -0.5 3.9 0.9
S 1.2909 -0.9882 1.3015 -0.3 0.0 0.3
N 1.0631 -0.6136 -0.3468 1.4 3.4 -3.2
C 0.0710 0.3196 -0.6655 -2.5 -3.6 4.1
S 0.0246 1.2191 -1.9305 0.1 2.0 -2.6
H -2.8628 0.5743 -0.8485 0.8 -0.1 -0.2
H -3.1158 0.2612 0.9054 0.4 -0.9 -0.5
H -0.9246 -1.3267 2.2175 -0.4 -0.1 -0.6
H -0.3824 0.3816 2.4613 0.0 -1.9 -1.5
H 1.8055 -0.0440 -0.9086 -0.2 -2.3 1.7
```
Positions in Å, forces in eV/Å.

Energy above the lowest of the compared OMol25 structures with the same formula, charge and spin = 2.607 eV
E_HOMO = -0.3072 hartree
Frontier orbital gap = 8.074 eV

# 3
DFT (ωB97M-V/def2-TZVPD) results for a molecular structure, C20H10Cl44GaO.

XYZ file:
```
76
Properties=species:S:1:pos:R:3:forces:R:3
C 2.9581 1.9174 -2.5345 0.4 0.2 0.0
C 3.0919 0.7061 -2.6844 -0.4 0.5 0.5
Ga 3.0280 -1.3762 -2.5703 0.1 0.4 0.0
C 3.5295 -1.8964 -0.6330 -0.8 -0.2 0.0
O 4.9922 -1.9967 -0.3800 -0.6 1.7 2.1
C 5.2013 -1.2515 0.8066 0.8 0.6 0.8
C 5.9389 0.0136 0.6757 -1.1 -1.1 2.6
C 6.1271 0.8265 1.9045 -1.5 -2.5 -0.6
C 5.5932 0.3473 3.1816 -0.4 -1.0 -0.9
C 4.8520 -0.9456 3.3248 0.9 0.7 -3.1
C 4.6585 -1.7531 2.1142 1.4 2.3 -0.5
H 2.9632 3.0144 -2.3923 -0.1 -1.4 -0.2
H 1.4820 -1.7961 -2.7694 0.3 0.0 -0.2
H 3.9975 -1.9683 -3.6886 0.0 0.0 0.2
H 3.0982 -1.0852 0.0315 0.5 -0.9 -0.7
H 3.0759 -2.8786 -0.3113 0.3 0.9 -0.3
H 6.3052 0.3212 -0.3360 -0.4 -0.2 1.4
H 6.6661 1.7949 1.7754 -1.1 -1.0 0.3
H 5.7291 0.9557 4.1121 -0.1 -0.5 -1.0
H 4.4250 -1.2997 4.2953 0.6 0.5 -1.0
H 4.1180 -2.7297 2.0672 0.5 1.0 0.3
C -0.7471 -2.0738 0.5855 0.0 0.2 -0.2
Cl -1.5423 -3.6607 0.4901 0.0 0.1 0.0
Cl 0.7780 -2.2301 1.4720 -0.3 0.0 -0.1
Cl -0.4258 -1.4746 -1.0506 -0.1 -0.2 0.5
Cl -1.8083 -0.9306 1.4352 0.2 -0.5 0.2
C -3.3736 2.8541 0.2159 0.2 -0.2 -0.2
Cl -3.8403 3.9277 -1.1176 0.0 -0.1 0.2
Cl -2.4332 1.4961 -0.4191 -0.3 0.6 -0.1
Cl -2.3930 3.7572 1.3856 -0.1 -0.1 -0.1
Cl -4.8349 2.2402 1.0189 0.1 0.1 0.0
C -4.2533 -1.8408 4.4050 0.1 -0.1 0.0
Cl -3.1837 -1.2864 5.7061 -0.1 0.0 -0.1
Cl -5.8034 -2.3604 5.0947 0.1 0.1 -0.1
Cl -4.5331 -0.5116 3.2632 0.1 -0.2 0.1
Cl -3.4984 -3.2014 3.5591 -0.1 0.2 0.1
C -4.1147 5.3196 -4.8823 0.1 -0.1 0.0
Cl -3.8535 6.4279 -6.2426 0.0 -0.1 0.1
Cl -5.6844 4.5147 -5.0679 0.2 0.1 0.0
Cl -2.8267 4.1044 -4.8532 -0.2 0.2 0.0
Cl -4.0973 6.2352 -3.3628 0.0 0.0 -0.2
C -8.2536 2.4704 3.9428 0.0 -0.1 -0.1
Cl -7.9880 3.5787 2.5846 0.0 -0.1 0.2
Cl -9.8263 1.6714 3.7565 0.3 -0.2 0.0
Cl -6.9688 1.2494 3.9676 -0.3 0.3 0.0
Cl -8.2317 3.3837 5.4650 0.0 -0.1 -0.1
C -5.6328 -3.0325 9.4114 0.0 0.0 -0.1
Cl -7.2543 -3.5845 9.8731 0.2 0.1 0.0
Cl -5.0290 -4.0257 8.0743 -0.1 0.1 0.2
Cl -5.7094 -1.3368 8.8992 0.0 -0.2 0.1
Cl -4.5399 -3.1819 10.8004 -0.1 0.0 -0.1
C 3.3763 -3.5746 -6.9773 0.0 0.2 0.3
Cl 2.5905 -5.1644 -7.0694 0.2 0.1 0.1
Cl 4.9213 -3.7280 -6.1245 -0.2 0.0 -0.2
Cl 3.6659 -2.9650 -8.6215 0.0 -0.1 0.0
Cl 2.3278 -2.4484 -6.1055 0.1 -0.3 -0.3
C -12.3036 4.7492 2.5704 0.1 0.0 0.0
Cl -13.9225 4.1890 3.0314 0.2 0.1 0.0
Cl -11.6987 3.7653 1.2253 -0.1 0.1 0.2
Cl -12.3870 6.4485 2.0685 0.0 -0.2 0.0
Cl -11.2085 4.5945 3.9549 -0.3 0.3 -0.1
C 10.0144 2.6768 3.3108 -0.1 -0.1 0.1
Cl 10.2654 3.8416 1.9963 0.0 -0.1 0.1
Cl 8.4369 1.8922 3.1120 1.1 0.3 0.3
Cl 11.2957 1.4507 3.2654 -0.1 0.1 0.0
Cl 10.0650 3.5262 4.8698 0.0 0.0 -0.1
C 7.2921 1.1078 -3.7865 -0.4 -0.2 0.1
Cl 8.4758 0.2223 -4.7726 0.0 0.1 0.1
Cl 8.1373 2.3195 -2.7979 0.0 0.0 -0.1
Cl 6.1301 1.9202 -4.8488 0.2 -0.1 0.1
Cl 6.4378 -0.0232 -2.7311 0.3 0.1 -0.5
C -0.3610 -6.4214 -10.0079 0.0 0.2 0.1
Cl -0.0480 -4.9192 -9.1262 -0.2 -0.2 -0.2
Cl 0.3863 -7.7795 -9.1454 -0.1 0.1 -0.1
Cl -2.1117 -6.6876 -10.1248 0.2 0.0 0.0
Cl 0.3286 -6.3062 -11.6385 -0.1 0.0 0.2
```
Positions in Å, forces in eV/Å.

Total charge = -1
E_HOMO = -0.1905 hartree
Frontier orbital gap = 6.282 eV

# 4
DFT (ωB97M-V/def2-TZVPD) results for a single H2NO2P molecule.

XYZ file:
```
6
Properties=species:S:1:pos:R:3:forces:R:3
O -1.3373 -1.2926 0.3673 2.8 4.9 -2.8
N -0.6427 0.0389 -0.2030 -7.4 -4.2 2.5
O -1.3182 0.9884 -0.4736 0.6 -0.8 -0.7
P 0.7863 0.0950 0.6283 1.7 1.7 2.8
H 1.2897 -0.8824 -0.0638 1.4 -2.5 -1.4
H 1.2222 1.0526 -0.2552 0.9 0.9 -0.4
```
Positions in Å, forces in eV/Å.

Energy above the lowest of the compared OMol25 structures with the same formula, charge and spin = 6.849 eV
E_HOMO (alpha / beta) = -0.3971 / -0.3637 hartree
Frontier orbital gap (alpha / beta) = 9.151 / 7.989 eV